Density functional theory data (ωB97M-V/def2-TZVPD) for an isolated molecule of C4H7NO.

Cartesian coordinates (Å):
C1 -0.588 0.508 1.336
C2 -0.062 0.001 0.004
C3 1.216 -0.750 -0.176
N1 -0.058 -1.454 -0.146
C4 -0.433 0.818 -1.196
O1 -0.318 0.420 -2.335
H1 -1.672 0.320 1.413
H2 -0.117 -0.013 2.178
H3 -0.434 1.590 1.465
H4 1.729 -0.709 -1.142
H5 1.874 -0.887 0.681
H6 -0.336 -1.689 -1.102
H7 -0.803 1.845 -0.980

Output
SMILES = C[C@@]1(C=O)CN1
Orbital gap = 10.860 eV
Highest occupied orbital energy = -9.96 eV
LUMO energy = 0.0330 Ha
ΔE to the lowest compared entry with this formula, charge and spin = 43.18 kcal per mole
Total charge = 0

Density functional theory data (ωB97M-V/def2-TZVPD) for C30H68Br3N6O6 as an isolated structure in a non-equilibrium geometry.

Cartesian coordinates (Å):
C1 -7.364 5.474 1.501
C2 -7.638 4.104 0.904
O1 -8.132 3.135 1.349
N1 -7.210 4.087 -0.673
H1 -7.400 4.978 -1.058
H2 -6.237 3.842 -0.652
C3 -7.837 2.957 -1.521
H3 -6.469 5.384 2.095
H4 -8.279 5.771 2.044
H5 -7.160 6.236 0.740
H6 -7.679 3.275 -2.511
H7 -8.865 2.841 -1.186
H8 -7.348 1.982 -1.317
C4 1.938 6.167 -8.941
C5 0.865 5.882 -9.915
O2 0.627 6.492 -10.902
N2 0.083 4.513 -9.684
H9 0.880 3.881 -9.739
H10 -0.251 4.530 -8.697
C6 -0.957 4.091 -10.683
H11 1.541 7.063 -8.405
H12 2.728 6.641 -9.564
H13 2.300 5.365 -8.260
H14 -0.723 4.509 -11.663
H15 -1.891 4.372 -10.348
H16 -0.913 3.005 -10.736
C7 3.836 -0.259 -3.177
C8 2.905 -1.325 -2.704
O3 2.994 -2.500 -2.826
N3 1.643 -0.735 -1.872
H17 2.107 -0.602 -0.931
H18 1.155 0.080 -2.230
C9 0.598 -1.830 -1.739
H19 4.544 -0.271 -2.394
H20 3.480 0.773 -3.172
H21 4.405 -0.513 -4.055
H22 1.096 -2.772 -1.752
H23 -0.072 -1.607 -2.557
H24 0.113 -1.839 -0.763
C10 -4.822 0.032 -4.354
C11 -5.132 0.912 -3.212
O4 -5.847 1.870 -3.157
N4 -4.188 0.740 -2.004
H25 -3.177 1.075 -2.426
H26 -4.425 1.485 -1.347
C12 -3.973 -0.479 -1.354
H27 -5.344 -0.942 -4.249
H28 -3.779 -0.081 -4.452
H29 -5.260 0.526 -5.178
H30 -4.399 -0.428 -0.374
H31 -2.976 -0.758 -1.196
H32 -4.414 -1.395 -1.854
C13 4.287 -6.567 0.870
C14 5.652 -6.154 1.377
C15 6.005 -4.703 1.169
C16 7.331 -4.346 1.854
C17 7.140 -4.414 3.390
C18 6.696 -5.804 3.872
N5 5.741 -6.515 2.908
O5 5.237 -7.467 3.334
C19 6.063 -5.690 5.255
C20 7.976 -6.669 3.922
C21 6.740 -7.127 0.772
H33 4.015 -7.601 1.101
H34 4.480 -6.499 -0.251
H35 3.500 -5.874 1.183
H36 5.259 -3.969 1.404
H37 6.151 -4.654 0.101
H38 7.618 -3.313 1.527
H39 8.131 -4.906 1.488
H40 6.390 -3.698 3.684
H41 8.007 -4.190 3.989
H42 6.707 -5.096 5.989
H43 5.895 -6.652 5.799
H44 5.056 -5.201 5.191
H45 8.711 -6.100 4.506
H46 8.429 -6.772 2.967
H47 7.813 -7.645 4.416
H48 6.920 -6.844 -0.250
H49 6.337 -8.181 0.868
H50 7.659 -7.006 1.373
C22 -0.405 2.611 2.223
C23 -1.242 1.861 3.221
C24 -0.518 1.495 4.554
C25 -1.527 0.851 5.584
C26 -2.978 1.026 5.345
C27 -3.319 2.405 4.836
N6 -2.442 2.735 3.600
O6 -2.735 3.614 2.942
C28 -2.856 3.489 5.774
C29 -4.761 2.491 4.269
C30 -1.893 0.557 2.587
H51 -0.717 2.694 1.194
H52 0.584 2.009 2.294
H53 -0.306 3.622 2.546
H54 -0.035 2.407 5.001
H55 0.158 0.751 4.226
H56 -1.277 1.191 6.602
H57 -1.291 -0.180 5.615
H58 -3.503 0.892 6.305
H59 -3.479 0.313 4.671
H60 -2.792 4.485 5.339
H61 -1.839 3.354 6.132
H62 -3.597 3.575 6.559
H63 -5.354 2.113 5.053
H64 -4.731 2.068 3.333
H65 -5.065 3.561 4.267
H66 -0.987 -0.056 2.320
H67 -2.418 0.901 1.770
H68 -2.486 -0.065 3.193
Br1 -4.237 3.028 0.380
Br2 3.722 -1.321 0.463
Br3 -1.296 1.443 -2.855

Output
Orbital gap = 5.679 eV
Highest occupied orbital energy = -12.74 eV
LUMO energy = -0.2593 Ha
ΔE to the lowest compared entry with this formula, charge and spin = 0.00 kcal per mole
Total charge = +3

Density functional theory data (ωB97M-V/def2-TZVPD) for C35H52P4ReSe as an isolated structure in a non-equilibrium geometry.

Cartesian coordinates (Å):
Re1 0.630 0.808 -0.063
P1 2.675 -0.016 -0.654
P2 1.159 1.872 1.929
P3 1.016 2.711 -1.225
H1 -2.630 -0.796 -4.881
C1 -1.685 -0.486 -5.353
C2 -0.599 -0.266 -4.587
H2 -0.759 -0.159 -3.525
C3 2.867 -1.835 -0.548
C4 4.143 0.525 0.336
C5 3.333 0.259 -2.358
C6 -0.078 2.804 2.910
C7 1.871 0.778 3.217
C8 2.452 3.194 2.010
C9 0.596 2.614 -3.001
C10 2.696 3.490 -1.374
C11 0.114 4.230 -0.726
H3 -1.740 -0.399 -6.441
H4 0.436 -0.237 -4.975
H5 2.041 -2.333 -1.070
H6 2.866 -2.160 0.497
H7 3.811 -2.161 -1.008
H8 3.927 0.523 1.411
H9 4.474 1.528 0.044
H10 4.979 -0.168 0.163
H11 2.520 0.262 -3.093
H12 4.020 -0.555 -2.621
H13 3.896 1.195 -2.445
H14 0.473 3.343 3.689
H15 -0.797 2.122 3.371
H16 -0.611 3.535 2.284
H17 2.629 1.328 3.790
H18 2.327 -0.123 2.793
H19 1.062 0.486 3.897
H20 2.647 3.328 3.089
H21 2.087 4.143 1.601
H22 3.387 2.901 1.523
H23 0.905 3.550 -3.487
H24 -0.482 2.473 -3.127
H25 1.104 1.780 -3.493
H26 2.588 4.364 -2.032
H27 3.431 2.818 -1.823
H28 3.078 3.828 -0.406
H29 0.301 4.993 -1.494
H30 0.454 4.609 0.247
H31 -0.964 4.036 -0.677
C12 -2.909 2.004 -1.206
C13 -2.970 1.173 -2.337
C14 -3.313 1.774 -3.543
C15 -3.774 3.084 -3.598
C16 -3.832 3.856 -2.433
C17 -3.376 3.327 -1.238
Se1 -1.951 1.499 0.355
H32 -0.752 0.528 -1.124
H33 -2.654 0.125 -2.283
H34 -3.204 1.206 -4.460
H35 -4.120 3.500 -4.537
H36 -4.236 4.866 -2.478
H37 -3.299 3.945 -0.344
C18 -4.104 -1.654 4.066
C19 -4.064 -0.794 2.976
C20 -3.002 -0.863 2.090
C21 -1.896 -1.685 2.303
C22 -2.022 -2.665 3.314
C23 -3.106 -2.619 4.213
P4 -0.467 -1.471 1.121
C24 0.699 -2.497 2.172
C25 0.932 -2.159 3.522
C26 1.839 -2.893 4.281
C27 2.518 -3.968 3.703
C28 2.262 -4.354 2.402
C29 1.335 -3.629 1.641
C30 -0.959 -2.718 -0.133
C31 -1.646 -3.892 0.213
C32 -2.052 -4.816 -0.772
C33 -1.724 -4.588 -2.111
C34 -1.030 -3.429 -2.468
C35 -0.654 -2.506 -1.495
H38 -4.936 -1.617 4.762
H39 -4.888 -0.098 2.774
H40 -3.028 -0.246 1.170
H41 -1.311 -3.482 3.429
H42 -3.153 -3.362 4.999
H43 0.398 -1.351 4.011
H44 2.041 -2.610 5.317
H45 3.295 -4.475 4.268
H46 2.774 -5.190 1.958
H47 1.128 -3.975 0.625
H48 -1.916 -4.124 1.242
H49 -2.608 -5.711 -0.490
H50 -2.015 -5.321 -2.867
H51 -0.797 -3.248 -3.525
H52 -0.102 -1.612 -1.803

Output
⟨S²⟩ = 3.918
Orbital gap (spin up / spin down) = 4.876 / 3.904 eV
Highest occupied orbital energy (spin up / spin down) = -18.91 / -18.89 eV
LUMO energy (spin up / spin down) = -0.5156 / -0.5509 Ha
ΔE to the lowest compared entry with this formula, charge and spin = 0.00 kcal per mole
Total charge = +4
Spin multiplicity = 4

Density functional theory data (ωB97M-V/def2-TZVPD) for a 5-piece molecular cluster, C61H43FNO12P2S overall in a non-equilibrium geometry.

Cartesian coordinates (Å):
C1 1.558 -0.776 2.972
P1 0.691 0.100 1.617
O1 0.319 1.610 2.177
C2 -1.053 -0.654 1.573
S1 -0.761 -2.418 1.323
O2 -1.021 -3.085 2.546
O3 0.493 -2.540 0.680
F1 -1.847 -2.828 0.294
C3 -1.852 -0.285 2.790
N1 -3.103 -0.179 2.555
C4 -3.357 -0.528 1.134
P2 -4.959 -0.072 0.354
O4 -5.853 -1.177 0.790
C5 -2.022 -0.080 0.497
H1 2.189 -1.515 2.483
H2 0.887 -1.337 3.627
H3 2.188 -0.086 3.527
H4 1.143 2.081 2.357
H5 -1.397 -0.063 3.746
H6 -3.802 0.078 3.252
H7 -3.474 -1.611 1.190
H8 -5.380 1.192 0.791
H9 -4.731 -0.061 -1.027
H10 -1.984 1.007 0.563
H11 -1.972 -0.478 -0.510
C6 2.522 -0.567 -1.862
C7 1.981 0.611 -1.356
C8 2.484 1.837 -1.758
C9 3.539 1.893 -2.659
C10 4.094 0.712 -3.151
C11 3.577 -0.517 -2.758
C12 5.256 0.749 -4.087
O5 5.735 -0.280 -4.517
C13 5.816 2.073 -4.464
C14 6.934 2.125 -5.285
C15 7.463 3.350 -5.653
C16 6.873 4.529 -5.210
C17 5.760 4.484 -4.387
C18 5.232 3.258 -4.004
C19 4.058 3.228 -3.090
O6 3.534 4.247 -2.693
H12 2.124 -1.526 -1.551
H13 1.166 0.566 -0.634
H14 2.069 2.760 -1.375
H15 4.009 -1.426 -3.155
H16 7.387 1.205 -5.627
H17 8.338 3.390 -6.288
H18 7.285 5.484 -5.505
H19 5.298 5.396 -4.034
C20 -2.070 -0.634 8.152
C21 -2.409 -0.843 9.484
C22 -3.736 -0.795 9.878
C23 -4.728 -0.527 8.945
C24 -4.390 -0.295 7.611
C25 -3.057 -0.361 7.222
C26 -5.435 0.037 6.605
O7 -5.145 0.234 5.435
C27 -6.844 0.131 7.060
C28 -7.830 0.493 6.148
C29 -9.151 0.572 6.553
C30 -9.496 0.283 7.868
C31 -8.519 -0.073 8.783
C32 -7.192 -0.142 8.386
C33 -6.153 -0.497 9.394
O8 -6.447 -0.749 10.539
H20 -1.034 -0.680 7.846
H21 -1.637 -1.046 10.214
H22 -4.010 -0.961 10.911
H23 -2.800 -0.191 6.185
H24 -7.557 0.713 5.126
H25 -9.916 0.858 5.843
H26 -10.530 0.340 8.180
H27 -8.778 -0.296 9.809
C34 8.273 0.126 -2.619
C35 8.007 1.161 -1.727
C36 9.044 1.903 -1.190
C37 10.357 1.607 -1.534
C38 10.627 0.556 -2.412
C39 9.580 -0.177 -2.960
C40 12.031 0.189 -2.763
O9 12.263 -0.720 -3.530
C41 13.134 0.972 -2.136
C42 14.450 0.617 -2.404
C43 15.488 1.340 -1.841
C44 15.217 2.425 -1.015
C45 13.908 2.780 -0.740
C46 12.862 2.051 -1.292
C47 11.460 2.431 -0.958
O10 11.219 3.376 -0.237
H28 7.461 -0.445 -3.042
H29 6.984 1.389 -1.453
H30 8.847 2.713 -0.501
H31 9.798 -0.981 -3.649
H32 14.651 -0.225 -3.050
H33 16.513 1.059 -2.047
H34 16.031 2.991 -0.582
H35 13.688 3.620 -0.095
C48 -10.996 -4.017 -7.162
C49 -10.649 -5.157 -6.446
C50 -9.913 -5.047 -5.278
C51 -9.512 -3.796 -4.827
C52 -9.843 -2.653 -5.559
C53 -10.594 -2.768 -6.721
C54 -9.388 -1.303 -5.122
O11 -9.676 -0.307 -5.750
C55 -8.555 -1.213 -3.886
C56 -8.073 0.027 -3.486
C57 -7.309 0.125 -2.336
C58 -7.022 -1.000 -1.561
C59 -7.504 -2.235 -1.971
C60 -8.260 -2.348 -3.131
C61 -8.735 -3.699 -3.559
O12 -8.489 -4.682 -2.894
H36 -11.579 -4.105 -8.070
H37 -10.956 -6.132 -6.799
H38 -9.643 -5.928 -4.712
H39 -10.856 -1.877 -7.275
H40 -8.298 0.901 -4.082
H41 -6.937 1.103 -2.039
H42 -6.379 -0.972 -0.539
H43 -7.296 -3.125 -1.392

Output
Orbital gap = 5.742 eV
Highest occupied orbital energy = -10.81 eV
LUMO energy = -0.1863 Ha
Total charge = +1